Entry 1:
ORCA calculation (ωB97M-V/def2-TZVPD) on a 5-piece molecular cluster, C29H22BrN2O8 overall.

Properties
HOMO level = -12.035 eV
2S+1 = 1
gap between HOMO and LUMO = 7.32 eV
total charge = +1
LUMO energy = -4.71 eV

Cartesian coordinates (Å):
Br: -1.749 -4.334 -0.759
N: -0.426 -3.605 0.401
C: -0.136 -2.171 0.221
C: -0.111 -1.577 -1.027
C: 0.217 -0.231 -1.069
C: 0.492 0.427 0.128
N: 0.435 -0.154 1.324
C: 0.123 -1.444 1.371
H: -0.822 -3.711 1.351
H: 0.477 -4.153 0.374
H: -0.339 -2.128 -1.932
H: 0.254 0.297 -2.014
H: 0.765 1.478 0.110
H: 0.079 -1.919 2.345
C: -2.570 1.820 -1.521
C: -2.761 2.724 -0.567
C: -3.195 4.107 -0.904
O: -3.357 4.932 -0.032
C: -3.404 4.432 -2.337
C: -3.211 3.522 -3.289
C: -2.779 2.146 -2.955
O: -2.587 1.303 -3.807
H: -2.256 0.806 -1.312
H: -2.611 2.513 0.485
H: -3.710 5.447 -2.555
H: -3.349 3.741 -4.340
C: -1.053 -2.822 5.488
C: -0.995 -1.903 6.448
C: -1.424 -0.501 6.200
O: -1.371 0.337 7.066
C: -1.922 -0.167 4.836
C: -1.977 -1.090 3.880
C: -1.545 -2.482 4.136
O: -1.595 -3.330 3.256
H: -0.747 -3.849 5.643
H: -0.638 -2.124 7.446
H: -2.231 0.858 4.679
H: -2.338 -0.873 2.882
C: 2.401 5.188 -2.021
C: 1.418 5.457 -2.876
C: 0.058 5.810 -2.396
O: -0.843 6.034 -3.176
C: -0.163 5.865 -0.928
C: 0.821 5.595 -0.074
C: 2.180 5.233 -0.552
O: 3.073 4.977 0.225
H: 3.400 4.925 -2.345
H: 1.553 5.428 -3.950
H: -1.160 6.132 -0.601
H: 0.685 5.626 1.000
C: 2.803 -4.788 -3.076
C: 2.207 -4.491 -1.928
C: 2.750 -4.897 -0.624
O: 2.111 -4.620 0.391
C: 4.016 -5.641 -0.591
C: 4.643 -5.937 -1.729
C: 4.093 -5.540 -3.059
O: 4.662 -5.817 -4.085
H: 2.409 -4.513 -4.046
H: 1.282 -3.935 -1.843
H: 4.393 -5.928 0.382
H: 5.576 -6.485 -1.749

Results of the natural (NBO) charge analysis, in e, for atoms 1 through 6:
1. Br 0.31
2. N -0.63
3. C 0.04
4. C -0.18
5. C -0.23
6. C 0.06

---

Entry 2:
ORCA calculation (ωB97M-V/def2-TZVPD) on a 2-piece molecular cluster, C29H22F6O5S2 overall at a distorted geometry.

Properties
energy relative to the best compared isomer or geometry (same formula, charge and spin) = 0.7732 eV
HOMO level = -6.297 eV
2S+1 = 1
gap between HOMO and LUMO = 3.10 eV
LUMO energy = -3.19 eV

Cartesian coordinates (Å):
F: -5.350 1.799 2.467
C: -5.292 0.603 1.812
F: -6.212 -0.220 2.402
F: -5.726 0.829 0.529
C: -3.917 -0.001 1.840
C: -3.758 -1.342 1.489
C: -2.502 -1.917 1.566
C: -1.372 -1.173 2.010
C: -0.110 -1.806 2.222
C: 1.149 -1.185 2.008
C: 1.353 0.131 1.488
C: 2.606 0.721 1.512
C: 3.703 -0.022 1.945
C: 5.043 0.646 2.028
F: 5.968 -0.124 2.676
F: 5.557 0.937 0.795
F: 4.968 1.830 2.718
C: 3.573 -1.364 2.290
C: 2.320 -1.933 2.314
C: -1.582 0.199 2.319
C: -2.835 0.778 2.232
H: -4.619 -1.926 1.166
H: -2.352 -2.948 1.240
H: -0.102 -2.895 2.327
H: 0.518 0.670 1.038
H: 2.733 1.752 1.185
H: 4.449 -1.951 2.549
H: 2.221 -2.994 2.528
H: -0.740 0.818 2.628
H: -2.969 1.828 2.484
C: -1.474 -1.887 8.838
O: -0.901 -1.381 7.527
C: 0.178 -1.916 6.990
S: 0.251 -2.217 5.286
C: -0.772 -3.662 5.118
C: -0.234 -4.919 5.427
C: -1.082 -6.026 5.487
C: -2.456 -5.872 5.279
C: -2.984 -4.611 4.988
C: -2.146 -3.499 4.920
O: -0.385 -1.063 4.691
O: 1.592 -2.591 4.884
S: 1.581 -2.269 8.002
C: 2.766 -1.120 7.313
C: 3.915 -1.602 6.693
C: 4.753 -0.699 6.035
C: 4.454 0.663 6.042
C: 3.329 1.139 6.721
C: 2.481 0.245 7.376
O: 1.351 -1.768 9.347
O: 2.045 -3.624 7.789
H: -2.318 -1.223 9.018
H: -1.775 -2.928 8.696
H: -0.714 -1.781 9.609
H: 0.831 -5.004 5.639
H: -0.659 -7.007 5.707
H: -3.116 -6.738 5.341
H: -4.053 -4.475 4.820
H: -2.535 -2.499 4.729
H: 4.130 -2.671 6.723
H: 5.637 -1.081 5.520
H: 5.106 1.361 5.518
H: 3.103 2.207 6.749
H: 1.600 0.590 7.923

Results of the natural (NBO) charge analysis, in e, for atoms 1 through 6:
1. F -0.32
2. C 0.96
3. F -0.32
4. F -0.33
5. C -0.04
6. C -0.22

---

Entry 3:
ORCA calculation (ωB97M-V/def2-TZVPD) on C29H22IrN4O5S as an isolated structure at a distorted geometry.

Properties
energy relative to the best compared isomer or geometry (same formula, charge and spin) = 1.4869 eV
HOMO level (spin up / spin down) = -12.144 / -13.649 eV
2S+1 = 6
gap between HOMO and LUMO (spin up / spin down) = 6.24 / 4.24 eV
total charge = +2
LUMO energy (spin up / spin down) = -5.91 / -9.41 eV

Cartesian coordinates (Å):
Ir: -20.488 4.816 -3.975
C: -24.959 5.148 -2.217
O: -23.581 4.791 -1.957
C: -23.412 3.434 -1.993
C: -24.482 2.550 -1.635
C: -24.281 1.292 -1.138
C: -23.000 0.746 -1.128
C: -21.950 1.530 -1.628
C: -22.130 2.844 -2.148
N: -20.947 3.694 -2.356
N: -20.275 3.435 -1.278
C: -18.970 3.671 -1.105
C: -18.185 4.256 -2.176
O: -18.652 4.354 -3.386
C: -16.845 4.660 -1.802
C: -16.332 4.416 -0.531
C: -16.975 3.654 0.421
C: -16.296 3.079 1.565
C: -16.975 2.454 2.559
C: -18.413 2.571 2.459
C: -19.058 2.924 1.317
C: -18.353 3.335 0.207
H: -25.461 5.221 -1.232
H: -25.449 4.375 -2.799
H: -25.099 6.142 -2.701
H: -25.491 2.891 -1.737
H: -25.137 0.761 -0.853
H: -22.848 -0.256 -0.662
H: -20.935 1.116 -1.689
H: -16.200 5.131 -2.547
H: -15.280 4.832 -0.379
H: -15.221 3.180 1.502
H: -16.428 1.935 3.358
H: -18.990 2.347 3.350
H: -20.152 2.911 1.239
O: -23.710 3.973 -4.564
C: -23.420 5.199 -4.726
N: -22.142 5.697 -4.397
S: -22.126 7.408 -4.499
O: -22.282 7.692 -3.121
O: -21.139 8.074 -5.294
C: -23.591 7.446 -5.469
C: -24.008 8.487 -6.253
C: -25.217 8.296 -6.967
C: -26.003 7.142 -6.714
C: -25.580 6.194 -5.782
C: -24.270 6.272 -5.315
H: -23.265 9.246 -6.351
H: -25.544 8.983 -7.745
H: -26.850 6.908 -7.341
H: -26.219 5.386 -5.465
C: -18.815 7.077 -7.836
C: -20.160 6.732 -7.740
C: -20.593 5.702 -6.879
N: -19.806 5.451 -5.787
C: -18.446 5.773 -5.870
C: -17.932 6.468 -6.966
H: -18.460 7.859 -8.497
H: -20.849 7.192 -8.443
H: -21.503 5.090 -7.099
H: -17.796 5.309 -5.141
H: -16.855 6.502 -7.028

Results of the natural (NBO) charge analysis, in e, for atoms 1 through 6:
1. Ir 1.38
2. C -0.29
3. O -0.38
4. C 0.42
5. C -0.19
6. C -0.20

---

Entry 4:
ORCA calculation (ωB97M-V/def2-TZVPD) on C29H22N2Pd as an isolated structure.

Properties
HOMO level (spin up / spin down) = -6.682 / -6.681 eV
2S+1 = 1
gap between HOMO and LUMO (spin up / spin down) = 6.64 / 6.64 eV
LUMO energy (spin up / spin down) = -0.04 / -0.04 eV

Cartesian coordinates (Å):
Pd: -0.404 -0.434 -1.442
C: -4.145 -1.823 -2.969
C: -4.706 -2.523 -1.911
C: -4.032 -2.584 -0.705
C: -2.794 -1.956 -0.529
C: -2.204 -1.273 -1.612
C: -2.905 -1.221 -2.814
C: -2.131 -1.974 0.802
C: -2.771 -2.523 1.953
C: -2.157 -2.476 3.166
C: -0.884 -1.873 3.289
C: -0.180 -1.760 4.506
C: 1.042 -1.145 4.543
C: 1.607 -0.619 3.365
C: 0.946 -0.719 2.171
C: -0.317 -1.352 2.108
N: -0.940 -1.422 0.907
H: -4.662 -1.758 -3.919
H: -5.662 -3.019 -2.023
H: -4.493 -3.140 0.100
H: -2.469 -0.702 -3.661
H: -3.752 -2.964 1.876
H: -2.640 -2.884 4.046
H: -0.624 -2.166 5.408
H: 1.581 -1.059 5.478
H: 2.574 -0.132 3.411
H: 1.357 -0.322 1.250
C: 0.291 -2.035 -2.418
C: 1.265 -1.047 -2.885
C: 1.187 -0.441 -4.161
C: 2.005 0.614 -4.480
C: 2.924 1.117 -3.548
C: 3.016 0.540 -2.300
C: 2.192 -0.536 -1.955
H: 0.664 -2.726 -1.662
H: -0.324 -2.516 -3.170
H: 0.461 -0.817 -4.871
H: 1.939 1.072 -5.459
H: 3.566 1.944 -3.819
H: 3.752 0.898 -1.588
H: 2.323 -1.042 -1.005
N: -0.472 1.779 -0.823
C: 0.171 2.469 -0.166
C: 0.971 3.314 0.656
C: 2.354 3.128 0.658
C: 3.143 3.923 1.470
C: 2.558 4.895 2.270
C: 1.181 5.078 2.263
C: 0.378 4.289 1.458
H: 2.789 2.368 0.023
H: 4.216 3.788 1.479
H: 3.179 5.514 2.903
H: 0.733 5.837 2.889
H: -0.695 4.417 1.446

Results of the natural (NBO) charge analysis, in e, for atoms 1 through 6:
1. Pd 0.60
2. C -0.22
3. C -0.25
4. C -0.18
5. C -0.17
6. C -0.14

---

Entry 5:
ORCA calculation (ωB97M-V/def2-TZVPD) on C29H23BiClNO7P as an isolated structure.

Properties
energy relative to the best compared isomer or geometry (same formula, charge and spin) = 0.6276 eV
HOMO level = -3.033 eV
2S+1 = 1
gap between HOMO and LUMO = 5.47 eV
total charge = -1
LUMO energy = 2.43 eV

Cartesian coordinates (Å):
Bi: -0.209 -2.735 -1.084
O: -1.274 1.200 -6.011
C: -1.090 0.367 -4.950
C: -1.724 0.574 -3.731
C: -1.480 -0.315 -2.705
N: -0.656 -1.350 -2.868
C: -0.043 -1.560 -4.035
C: -0.239 -0.719 -5.110
C: 0.891 -2.765 -4.097
O: 1.452 -3.006 -5.158
O: 0.941 -3.433 -3.012
C: -2.139 -0.184 -1.340
O: -2.905 0.760 -1.155
O: -1.753 -1.051 -0.494
H: -1.873 1.909 -5.750
H: -2.403 1.397 -3.548
H: 0.276 -0.915 -6.038
Cl: 2.525 -1.517 2.333
C: 2.722 0.120 2.882
C: 3.726 0.373 3.809
C: 3.907 1.657 4.291
C: 3.081 2.685 3.851
C: 2.088 2.414 2.927
C: 1.887 1.131 2.414
P: 0.551 0.736 1.196
C: -0.914 1.036 2.255
C: -1.396 2.292 2.617
C: -2.490 2.407 3.461
C: -3.111 1.268 3.955
C: -2.646 0.014 3.588
C: -1.560 -0.100 2.732
C: 0.600 2.230 0.139
C: -0.584 2.647 -0.476
C: -0.567 3.668 -1.414
C: 0.627 4.285 -1.765
C: 1.808 3.868 -1.169
C: 1.794 2.850 -0.225
H: 4.351 -0.443 4.144
H: 4.692 1.854 5.010
H: 3.212 3.691 4.228
H: 1.449 3.216 2.580
H: -0.929 3.185 2.221
H: -2.863 3.388 3.728
H: -3.969 1.358 4.610
H: -3.142 -0.879 3.947
H: -1.226 -1.077 2.406
H: -1.528 2.168 -0.239
H: -1.498 3.974 -1.876
H: 0.638 5.078 -2.501
H: 2.748 4.332 -1.440
H: 2.728 2.535 0.225
C: 0.111 -6.441 -1.169
O: -0.208 -5.681 -0.002
C: -1.439 -5.159 -0.013
C: -1.562 -4.363 1.268
H: 1.025 -6.989 -0.952
H: 0.274 -5.757 -2.007
H: -0.709 -7.118 -1.402
H: -1.890 -5.070 2.040
H: -2.339 -3.605 1.174
H: -0.621 -3.913 1.621
O: 2.360 -0.060 -2.480
C: 2.512 -0.462 -1.438

Results of the natural (NBO) charge analysis, in e, for atoms 1 through 6:
1. Bi 0.85
2. O -0.66
3. C 0.34
4. C -0.30
5. C 0.12
6. N -0.52

---

Entry 6:
ORCA calculation (ωB97M-V/def2-TZVPD) on C29H23BrN6O2RhS2 as an isolated structure at a distorted geometry.

Properties
energy relative to the best compared isomer or geometry (same formula, charge and spin) = 0.6465 eV
HOMO level (spin up / spin down) = -8.605 / -10.211 eV
2S+1 = 5
gap between HOMO and LUMO (spin up / spin down) = 6.05 / 4.48 eV
total charge = +1
LUMO energy (spin up / spin down) = -2.56 / -5.73 eV

Cartesian coordinates (Å):
Rh: -0.382 0.480 0.679
Br: 7.433 6.213 5.244
C: 6.600 4.530 5.470
C: 7.138 3.595 6.349
C: 6.541 2.363 6.483
C: 5.380 2.045 5.750
C: 4.815 3.034 4.906
C: 5.442 4.250 4.752
N: 4.854 0.808 5.889
N: 3.802 0.298 5.418
C: 3.398 0.114 4.163
C: 4.181 0.446 3.029
C: 3.605 0.631 1.788
C: 2.229 0.451 1.610
O: 1.580 0.767 0.508
C: 1.476 -0.116 2.681
N: 0.165 -0.404 2.405
C: -0.565 -0.978 3.354
C: -0.063 -1.251 4.621
C: 1.234 -0.897 4.940
C: 2.042 -0.330 3.954
H: 8.020 3.847 6.922
H: 6.945 1.623 7.159
H: 3.894 2.831 4.381
H: 5.030 4.996 4.087
H: 5.241 0.612 3.166
H: 4.204 0.961 0.951
H: -1.584 -1.232 3.096
H: -0.709 -1.715 5.351
H: 1.636 -1.055 5.931
C: -11.454 0.114 -1.405
C: -10.022 -0.272 -1.210
O: -9.381 -1.024 -1.878
S: -9.357 0.598 0.251
C: -7.635 0.285 0.388
C: -6.863 -0.381 -0.574
C: -5.508 -0.504 -0.390
C: -4.881 0.048 0.749
C: -5.673 0.696 1.723
C: -7.027 0.803 1.545
C: -3.492 0.026 0.842
C: -2.254 0.103 0.809
H: -11.903 -0.531 -2.157
H: -11.505 1.151 -1.739
H: -12.004 0.039 -0.468
H: -7.321 -0.788 -1.459
H: -4.897 -1.001 -1.131
H: -5.200 1.109 2.602
H: -7.641 1.297 2.287
C: -2.990 5.482 -1.469
C: -1.873 5.215 -0.449
C: -1.155 3.959 -0.793
N: -1.327 2.819 -0.243
N: -0.616 1.807 -0.803
C: 0.143 2.188 -1.807
N: 0.915 1.354 -2.517
S: -0.020 3.879 -2.145
H: -3.475 6.431 -1.249
H: -3.732 4.686 -1.429
H: -2.586 5.531 -2.480
H: -2.297 5.099 0.547
H: -1.169 6.049 -0.446
H: 1.052 0.427 -2.146
H: 1.621 1.722 -3.128

Results of the natural (NBO) charge analysis, in e, for atoms 1 through 6:
1. Rh 1.00
2. Br 0.08
3. C -0.08
4. C -0.24
5. C -0.19
6. C 0.14

---

Here are the calculated E numbers, same order: -4403.32308 -2889.89651 -2215.18924 -1355.65203 -2716.52703 -5078.47700 (hartree).